(1)
{
  "formula": "C6H10O4",
  "method": "the ωB97M-V functional and the def2-TZVPD basis",
  "relative_energy_kj_mol": 701.9,
  "e_homo_ev": -9.5407,
  "gap_ev": 10.028,
  "fmax_ha_per_bohr": 0.1397,
  "lumo_ha": 0.018,
  "species": ["C", "C", "C", "C", "C", "C", "H", "H", "H", "H", "H", "H", "H", "H", "H", "H", "O", "O", "O", "O"],
  "xyz": [[-0.39442, 0.88911, -1.36512], [-0.90192, 0.86893, 0.14576], [-0.76381, -0.42312, 1.15224], [0.65856, -1.24735, 1.06890], [0.86463, -1.13102, -0.45804], [0.95199, 0.29118, -0.97419], [0.03434, 2.33038, -2.59836], [-0.88607, 0.35869, -2.14867], [-0.26986, 1.66303, 0.72925], [-1.88235, 1.50141, 0.20116], [-0.60339, -0.05997, 2.17994], [-2.59531, -0.45178, 0.76133], [0.37975, -2.29377, 1.20749], [2.49735, -0.69637, 1.15125], [0.05640, -1.87435, -0.83656], [1.62312, 0.96299, -0.42102], [-0.49115, 2.22224, -1.67137], [-1.83850, -1.33693, 1.24790], [1.63938, -0.74689, 1.94871], [1.92126, -0.82641, -1.32062]]
}



(2)
{
  "formula": "C10H9BrNP",
  "method": "the ωB97M-V functional and the def2-TZVPD basis",
  "relative_energy_kj_mol": 330.6,
  "e_homo_ev": -8.2180,
  "gap_ev": 7.331,
  "fmax_ha_per_bohr": 0.0818,
  "lumo_ha": -0.033,
  "species": ["P", "N", "C", "C", "C", "C", "C", "C", "C", "C", "Br", "C", "C", "H", "H", "H", "H", "H", "H", "H", "H", "H"],
  "xyz": [[-2.53882, -1.65329, -2.03061], [-1.40945, -0.93869, -0.27644], [-0.73195, -1.96065, 0.35586], [0.23120, -2.38978, 1.00352], [1.05757, -1.69188, 1.97848], [0.62292, -0.15934, 1.94375], [0.41687, 0.48798, 0.58416], [1.25324, 1.58570, 0.26209], [1.18688, 2.27088, -0.94983], [0.24399, 1.84069, -1.84661], [0.00708, 2.86032, -3.46719], [-0.47766, 0.72187, -1.65688], [-0.46214, 0.11453, -0.42903], [-3.31413, -0.54694, -1.74832], [-3.19638, -2.15417, -0.93818], [0.97872, -2.10739, 2.96879], [2.26679, -1.78341, 1.83758], [1.44993, 0.51130, 2.44700], [-0.33330, -0.09014, 2.55850], [2.08818, 1.78039, 0.84445], [1.75708, 3.07028, -1.11586], [-1.09662, 0.23175, -2.32523]]
}



(3)
{
  "formula": "C3H5N3O",
  "method": "the ωB97M-V functional and the def2-TZVPD basis",
  "relative_energy_kj_mol": 235.7,
  "e_homo_ev": -10.4447,
  "gap_ev": 11.222,
  "fmax_ha_per_bohr": 0.0601,
  "lumo_ha": 0.029,
  "species": ["O", "C", "C", "N", "C", "N", "N", "H", "H", "H", "H", "H"],
  "xyz": [[-2.30086, 0.96781, -0.29104], [-1.66724, -0.20619, 0.14819], [-0.17276, -0.08610, 0.13297], [0.66669, -0.98734, 0.73508], [1.83345, -0.48136, 0.46366], [1.73657, 0.70676, -0.26371], [0.40974, 0.87944, -0.54358], [-1.74122, 1.36280, -0.97746], [-1.93952, -1.08052, -0.46930], [-2.00891, -0.41780, 1.16675], [2.79920, -0.83602, 0.82836], [2.38485, 0.17852, -0.92993]]
}



(4)
{
  "formula": "C2H6N2S",
  "method": "the ωB97M-V functional and the def2-TZVPD basis",
  "relative_energy_kj_mol": 121.7,
  "e_homo_ev": -9.0887,
  "gap_ev": 9.889,
  "fmax_ha_per_bohr": 0.0538,
  "lumo_ha": 0.029,
  "species": ["H", "N", "C", "C", "N", "S", "H", "H", "H", "H", "H"],
  "xyz": [[1.34803, 1.87783, 0.88182], [0.55931, 1.37227, 1.16379], [0.19048, 0.37850, 0.47807], [0.37539, 0.29610, -1.01445], [-0.49265, -0.64253, 1.11043], [-1.53457, -1.54342, 0.12498], [-0.57287, 0.28244, -1.45118], [0.90569, 1.18500, -1.44516], [0.96098, -0.60028, -1.31776], [-1.11341, -0.19247, 1.79787], [-0.62639, -2.41342, -0.32841]]
}



(5)
{
  "formula": "C18H51N2O10",
  "method": "the ωB97M-V functional and the def2-TZVPD basis",
  "e_homo_ev": -6.3919,
  "gap_ev": 8.831,
  "fmax_ha_per_bohr": 0.2346,
  "lumo_ha": 0.090,
  "total_charge": -1,
  "species": ["C", "C", "O", "O", "H", "H", "H", "C", "O", "H", "H", "H", "H", "C", "O", "H", "H", "H", "H", "C", "O", "H", "H", "H", "H", "C", "O", "N", "N", "H", "H", "H", "H", "C", "C", "C", "O", "H", "H", "H", "H", "H", "H", "H", "H", "C", "C", "C", "O", "H", "H", "H", "H", "H", "H", "H", "H", "C", "C", "C", "O", "H", "H", "H", "H", "H", "H", "H", "H", "C", "C", "C", "O", "H", "H", "H", "H", "H", "H", "H", "H"],
  "xyz": [[-0.10226, 1.06711, -1.68547], [-0.50784, 0.87696, -0.23950], [-0.92939, 1.85621, 0.44444], [-0.57804, -0.26510, 0.26769], [-0.95406, 1.49034, -2.12946], [0.07471, 0.11911, -2.17016], [0.81043, 1.70766, -1.70701], [4.17968, 0.77970, -2.76211], [4.37521, -0.53209, -3.26157], [4.82539, 1.54196, -3.15053], [4.29078, 0.79398, -1.69801], [3.11723, 1.02523, -3.02539], [5.32977, -0.70647, -3.25756], [1.73697, 3.79071, -0.39000], [0.73985, 3.98286, 0.60546], [1.07160, 3.90527, -1.30415], [2.20309, 2.79647, -0.33585], [2.51238, 4.54804, -0.28049], [0.03632, 3.32716, 0.51027], [-0.98915, -2.25633, 2.65229], [-2.21581, -1.61319, 3.06622], [-1.08299, -2.62222, 1.67165], [-0.75313, -3.18755, 3.16932], [-0.21920, -1.50498, 2.78363], [-2.40878, -0.95608, 2.36093], [-3.97881, -0.36603, 0.53742], [-5.28195, -0.76607, 0.60898], [-3.41810, 0.41472, 1.43076], [-3.15390, -0.91976, -0.29779], [-4.07010, 0.63317, 2.19612], [-2.47400, 0.76553, 1.34969], [-3.45413, -1.57311, -0.99156], [-2.13616, -0.57784, -0.31545], [2.83837, -0.46256, 2.44972], [2.36394, 0.94165, 2.04144], [1.05775, 1.30549, 2.77865], [3.12994, 1.88743, 2.13709], [3.50682, -0.63082, 3.29568], [3.41938, -0.80118, 1.62171], [2.06987, -1.24632, 2.47251], [2.11543, 0.84393, 1.02913], [0.26713, 0.53827, 2.75843], [0.67069, 2.18846, 2.35364], [1.24043, 1.49858, 3.82013], [2.58869, 2.66592, 2.29806], [-3.88544, 3.70562, 2.41697], [-2.43374, 4.02954, 2.14631], [-1.95118, 5.41208, 2.61018], [-1.62668, 3.28510, 2.66629], [-3.96348, 3.18462, 3.35614], [-4.26572, 3.03516, 1.68518], [-4.56098, 4.53585, 2.37863], [-2.29954, 3.99612, 1.10239], [-1.01459, 5.56754, 2.06882], [-1.72168, 5.54792, 3.64943], [-2.52938, 6.22952, 2.27954], [-1.63511, 2.47602, 2.20048], [-2.09197, -2.88320, -3.41457], [-0.79455, -3.65838, -3.28536], [-0.74936, -4.93000, -4.16643], [0.25620, -3.02255, -3.37582], [-2.26252, -2.53743, -4.43452], [-2.19429, -2.07750, -2.66640], [-2.97337, -3.47477, -3.25828], [-0.76555, -4.02793, -2.29728], [-1.66424, -5.52981, -4.15767], [0.06187, -5.60905, -3.90829], [-0.52155, -4.70712, -5.24116], [0.25594, -2.48879, -2.56254], [2.07936, -4.08755, -1.04961], [1.64445, -2.74305, -0.43881], [2.51116, -1.57969, -0.91515], [0.49736, -2.45328, -0.70712], [2.27245, -3.91913, -2.10269], [1.36364, -4.81325, -0.88004], [2.91437, -4.45855, -0.61199], [1.72137, -2.89035, 0.71512], [2.26747, -0.61764, -0.50781], [2.45484, -1.39399, -1.95779], [3.55736, -1.71091, -0.85612], [0.18305, -1.69538, -0.18903]]
}



(6)
{
  "formula": "C5H12NO2",
  "method": "the ωB97M-V functional and the def2-TZVPD basis",
  "relative_energy_kj_mol": 242.0,
  "e_homo_ev": -13.7588,
  "gap_ev": 9.849,
  "fmax_ha_per_bohr": 0.1069,
  "lumo_ha": -0.144,
  "total_charge": 1,
  "species": ["C", "C", "N", "C", "C", "C", "O", "O", "H", "H", "H", "H", "H", "H", "H", "H", "H", "H", "H", "H"],
  "xyz": [[-0.84953, 1.30910, 1.35401], [-0.55376, -0.24009, 1.13897], [0.26558, -0.60642, 2.31238], [0.11570, -0.62860, -0.15086], [-0.29897, 0.02538, -1.48902], [0.69193, -0.39929, -2.52639], [1.12287, -1.53064, -2.57674], [1.27038, 0.62378, -3.18447], [-0.93205, 1.70254, 0.27022], [0.13223, 1.87939, 1.65478], [-1.56988, 1.52067, 2.11071], [-1.66185, -0.75981, 1.10921], [-0.11549, -0.95886, 3.34697], [1.14336, -1.05863, 1.92796], [0.66040, 0.36650, 2.59593], [-0.30131, -1.63534, -0.29205], [1.14371, -0.68449, -0.05962], [-1.21223, -0.54912, -1.97856], [-0.59195, 1.08608, -1.45776], [1.54087, 0.53784, -4.10565]]
}



(7)
{
  "formula": "C4H11N3O2",
  "method": "the ωB97M-V functional and the def2-TZVPD basis",
  "relative_energy_kj_mol": 178.4,
  "e_homo_ev": -8.2869,
  "gap_ev": 8.863,
  "fmax_ha_per_bohr": 0.0792,
  "lumo_ha": 0.021,
  "species": ["C", "N", "C", "N", "N", "H", "H", "H", "H", "H", "H", "H", "C", "C", "O", "O", "H", "H", "H", "H"],
  "xyz": [[0.05439, -2.06863, 3.16010], [-1.00139, -1.43564, 2.38474], [-0.81376, -1.11181, 1.17504], [0.26796, -1.30201, 0.22481], [-1.90629, -0.48205, 0.59444], [-0.16459, -3.12367, 3.21327], [0.26736, -1.50087, 4.03380], [1.06337, -1.99825, 2.54955], [0.08213, -2.13213, -0.39632], [1.04899, -1.77360, 0.64681], [-2.58982, -0.21864, 1.27031], [-1.91068, 0.07294, -0.24491], [1.40835, 1.98780, -2.93007], [0.20013, 1.86362, -2.02628], [-0.22212, 0.79499, -1.61955], [-0.07364, 3.03554, -1.51174], [1.80972, 2.98406, -2.78661], [1.15372, 2.13122, -3.96173], [2.14423, 1.13283, -2.85822], [-0.81805, 3.14430, -0.91745]]
}



(8)
{
  "formula": "H22O11",
  "method": "the ωB97M-V functional and the def2-TZVPD basis",
  "relative_energy_kj_mol": 258.8,
  "e_homo_ev": -11.1426,
  "gap_ev": 11.159,
  "fmax_ha_per_bohr": 0.0061,
  "lumo_ha": 0.001,
  "species": ["O", "H", "H", "O", "H", "H", "O", "H", "H", "O", "H", "H", "O", "H", "H", "O", "H", "H", "O", "H", "H", "O", "H", "H", "O", "H", "H", "O", "H", "H", "O", "H", "H"],
  "xyz": [[-3.95315, 2.06900, -4.98138], [-3.81347, 2.24454, -5.91193], [-3.62817, 1.17774, -4.85386], [1.66401, 5.06163, 1.24290], [1.62065, 5.29172, 2.17102], [1.81719, 4.11679, 1.23679], [-2.71871, -3.05831, 4.36947], [-2.81321, -2.28167, 3.81799], [-3.43272, -2.99083, 5.00340], [0.40245, 0.12033, 7.04658], [-0.11510, -0.13757, 6.28378], [-0.20754, 0.61401, 7.59470], [3.84269, -4.47650, -0.32914], [3.59750, -4.88151, 0.50277], [3.91932, -5.20974, -0.93966], [0.90983, 0.45394, 0.24519], [0.75714, 0.43484, -0.69956], [1.25336, -0.41561, 0.45038], [2.89917, 1.73068, -5.37261], [2.27764, 1.06968, -5.06763], [3.55109, 1.23609, -5.86921], [0.67727, 5.96672, -4.11314], [0.30533, 5.56878, -3.32604], [1.36614, 5.36067, -4.38589], [-4.27990, 0.99879, 2.35127], [-3.60643, 1.50789, 1.90017], [-5.08419, 1.18091, 1.86529], [1.49494, -5.76808, 3.79067], [0.76677, -5.14741, 3.81882], [1.42717, -6.25495, 4.61201], [-0.20627, -1.48264, -4.12055], [-0.80738, -1.89015, -4.74412], [0.11674, -2.20973, -3.58836]]
}